4 unconnected molecules or ions with the total composition C28H44NO10, computed with the ωB97M-V functional and the def2-TZVPD basis.

Structure (XYZ):
```
83
Properties=species:S:1:pos:R:3:forces:R:3
H 1.249034 1.480758 -0.125048 0.03 0.09 0.02
H 0.855315 7.671620 -1.816763 0.04 0.04 0.02
O 0.948557 -3.338991 2.552235 0.06 0.07 0.09
C 1.075875 -0.383742 -1.235020 0.24 0.00 0.12
H -0.603730 0.612097 -2.163725 -0.09 0.03 -0.03
H -1.338456 -4.926487 3.472359 -0.06 -0.03 -0.04
H 1.910773 0.077356 0.694144 -0.17 0.00 0.09
H -4.976777 -0.049135 -3.271230 0.10 0.02 -0.10
N -3.191714 -0.626657 -2.385347 -0.07 0.05 0.03
H -0.943262 -3.260159 5.247522 0.03 -0.05 0.00
H 4.324658 1.351895 1.061613 -0.06 -0.03 0.11
H 1.271681 -3.993703 4.481341 -0.03 -0.02 0.00
C 5.254267 -4.033997 0.550772 0.13 0.07 0.05
C 0.837269 -3.130496 3.975154 -0.04 0.07 0.14
H -7.261097 -1.433289 -1.401105 0.03 -0.05 -0.12
C 1.828376 0.566916 -0.277885 -0.03 0.03 -0.20
O 4.391596 5.274775 -0.483324 0.02 0.02 -0.02
C 3.389130 2.404339 -1.193273 -0.20 -0.22 -0.20
O -1.200535 -1.256820 -1.453996 -0.11 0.14 -0.13
H 2.421429 2.899177 -1.306524 -0.07 -0.02 -0.02
H 2.892721 7.585842 -3.663806 0.09 -0.04 -0.01
H 1.406360 -2.243774 4.239722 0.07 -0.01 -0.10
C 4.304594 0.588245 0.283548 -0.09 0.12 -0.08
H -2.662886 -0.417785 -3.223702 0.00 -0.02 -0.05
C -4.561547 -1.230166 -0.146195 0.21 0.19 0.01
C 2.192299 6.318521 -0.687032 -0.10 0.01 -0.36
C -0.659076 -2.989035 4.233883 -0.06 -0.06 -0.09
C -5.326115 -1.603930 1.096019 -0.06 -0.49 0.19
H 3.490131 0.330937 -1.652708 -0.27 -0.24 0.00
C 6.014493 -2.432444 2.142158 0.18 -0.12 0.07
H 7.254101 -3.115957 0.522186 0.13 -0.01 0.11
O 6.631390 -1.567296 2.683389 -0.03 0.09 -0.02
C -8.009978 1.736041 -1.138578 -0.27 0.07 -0.30
C 1.305122 -1.828194 -0.811525 -0.03 -0.07 -0.28
H 4.115657 -0.372806 0.762261 0.09 -0.09 -0.04
H 5.295135 0.577541 -0.168760 0.08 -0.03 0.03
H 5.044090 -3.435394 -0.337178 -0.02 -0.01 -0.01
H -2.218041 -3.549043 2.780718 -0.06 -0.16 -0.05
H -6.561570 1.183602 -2.587075 0.06 0.04 0.00
O -5.379344 -0.617071 2.021392 0.08 0.44 -0.63
H 7.010043 -4.288867 1.834319 0.05 0.02 0.00
C -5.267858 -0.702451 -1.249086 0.10 -0.11 0.02
O -5.776759 -2.700340 1.222220 -0.16 0.25 -0.04
H -8.647302 2.345359 -1.782362 0.06 0.09 -0.07
O 3.978766 6.686635 -2.164159 -0.01 0.00 -0.09
H -7.268904 2.405762 -0.702205 0.03 -0.08 0.22
H 2.373988 -2.037251 -0.809930 0.08 0.05 0.16
O 4.673211 -2.578309 2.308612 -0.11 0.01 -0.02
H -0.964352 -1.955217 4.063736 0.02 0.01 0.03
C 3.630012 5.995551 -1.054767 0.03 0.12 0.19
C 4.207564 -3.751663 1.622309 -0.06 -0.12 -0.14
C -6.758308 -0.490278 -1.186102 0.20 0.25 0.34
H 3.890837 2.487916 -2.156226 0.14 0.07 0.02
H 0.892623 -2.009291 0.177526 0.12 -0.05 0.11
H -0.727695 0.501878 -0.407952 -0.16 -0.26 0.17
H 4.129509 -4.567210 2.345334 0.02 0.00 0.01
H 0.839550 -2.540725 -1.488562 0.00 -0.04 -0.03
H 3.218939 -3.545966 1.220343 -0.02 0.05 0.07
H 3.958297 2.977698 -0.469315 0.02 0.04 0.05
H -2.661828 -1.834010 0.661638 0.15 -0.02 -0.04
C -7.331701 0.675559 -2.006780 -0.10 -0.09 -0.14
H -6.983476 -0.277209 -0.140402 -0.09 -0.07 0.07
C -0.206775 -3.821329 2.050677 0.02 -0.19 -0.01
C -2.502158 -1.099355 -1.333238 0.18 -0.07 0.04
O -0.305128 -4.138627 0.899507 -0.21 0.09 -0.04
H 5.287272 -5.079265 0.251923 0.00 -0.02 0.06
H -8.045050 0.307529 -2.743978 -0.06 -0.11 0.05
C -0.407348 -0.032926 -1.304189 0.39 0.25 -0.05
H 1.264749 6.159870 -2.628146 0.00 0.01 -0.02
H -9.058871 0.306092 -0.267401 -0.24 0.04 -0.17
O -8.805940 1.214770 -0.086453 0.32 -0.05 0.28
C 1.647908 6.942756 -1.971451 0.00 -0.05 0.10
C 6.530522 -3.524620 1.221146 -0.32 0.04 -0.21
C -3.195330 -1.429364 -0.185000 -0.42 -0.02 0.18
C 2.908207 7.551199 -2.577711 -0.09 0.04 -0.02
C -4.529231 -0.426507 -2.365700 -0.08 -0.03 -0.05
C 3.242037 0.926063 -0.770682 0.44 0.25 0.18
H -6.290562 -0.353905 2.213358 -0.05 -0.31 0.41
H 2.204293 7.025667 0.143475 0.00 -0.03 0.05
C -1.253189 -3.888373 3.148668 0.18 0.29 0.13
H 1.669176 5.415435 -0.384816 0.06 0.00 0.15
H 1.511223 -0.229795 -2.223149 -0.14 -0.09 -0.15
H 3.109113 8.553827 -2.195644 -0.01 0.00 0.02
```
Positions in Å, forces in eV/Å.

As for the energy above the lowest of the compared OMol25 structures with the same formula, charge and spin: 0.0 kcal per mole. The value obtained for the LUMO energy is -4.155 eV. As for the total charge: +1. For the total energy, the calculation gives -51708.7531 eV. The HOMO-LUMO gap comes out at 7.417 eV.